A cluster of 10 separate species, C20H43Cl6F9N3O8 in total in a non-equilibrium geometry, computed with ωB97M-V/def2-TZVPD.

Values from the calculation:
Relative energy (zero: lowest compared OMol25 entry of this formula, charge and spin) in eV: 1.033
LUMO level in eV: -3.08
Charge: +1
Kohn-Sham gap in hartree: 0.26097
HOMO in eV: -10.185
Molar mass in g/mol: 837.3
DFT total energy in a.u.: -5213.72618

Positions of all 89 atoms, in Å:
Cl 21.7490 -4.9471 9.8784
Cl 21.5879 -4.4471 5.5642
Cl 17.0817 4.7716 10.7105
Cl 21.4055 -0.2625 3.3348
Cl 19.0159 -2.0204 6.5015
Cl 16.2889 3.2440 7.9604
F 24.6001 1.8380 3.4377
F 25.4731 3.6743 4.3027
F 23.6056 3.7192 3.2435
F 17.2553 0.2134 13.9754
F 19.3616 0.0839 13.3373
F 17.8402 1.1024 12.0223
F 21.9206 -5.3661 16.6613
F 23.8804 -4.6071 16.0780
F 22.8684 -6.0506 14.8444
O 17.6961 2.7543 14.6773
O 23.8709 1.8072 6.1501
O 21.2811 1.8960 9.9179
O 22.3909 -1.2345 9.9025
O 22.5613 3.4981 5.4884
O 20.7840 -3.5566 15.1249
O 19.8286 2.5418 13.8095
O 22.6721 -3.4868 13.8199
N 24.0836 -2.5159 11.5992
N 22.2806 2.9975 12.0783
N 23.7310 1.0730 8.8883
C 17.9509 3.9434 15.4034
C 18.2427 0.8957 13.2914
C 20.5949 0.6516 9.6389
C 21.3012 -5.2000 7.1755
C 17.5059 3.7244 16.8573
C 24.3436 3.0316 4.0396
C 21.0657 -0.7598 10.1758
C 17.2782 2.4850 9.2697
C 21.7189 3.3268 6.6359
C 20.0796 -2.5158 14.4088
C 20.1690 -0.9082 5.6413
C 21.4062 -4.1573 8.3228
C 20.2278 -1.2700 4.1174
C 22.6751 -5.0155 15.6329
C 18.1003 3.6105 9.8196
C 19.4461 -3.0578 13.1554
C 23.5562 2.7032 5.3562
C 20.7283 4.4182 6.5085
C 22.0504 -3.9279 14.7652
C 18.6339 2.2072 13.9062
H 23.3642 0.1650 9.1353
H 21.2435 5.3493 6.2724
H 17.9424 1.6894 8.9321
H 20.0846 4.2562 5.6440
H 22.3097 3.4272 7.5463
H 24.6311 1.2589 9.3070
H 18.9072 -2.2728 12.6250
H 20.8244 -0.7436 11.2386
H 20.4194 0.5861 8.5651
H 22.2502 -3.4790 8.1978
H 23.5326 -2.2234 10.8049
H 20.3893 -1.4971 9.7432
H 21.7299 2.4686 12.7395
H 20.7175 -1.6414 14.2792
H 20.2180 -3.5185 12.5389
H 18.9151 3.4030 10.5132
H 18.1642 2.9910 17.3230
H 23.1724 2.5334 12.1759
H 19.2825 -1.2322 3.5760
H 18.9736 4.3112 15.3198
H 21.2721 2.3435 6.7830
H 23.3300 -2.8060 12.2058
H 20.1897 4.6503 7.4273
H 18.6850 -3.8056 13.3782
H 24.7928 -3.2141 11.4271
H 17.3889 4.7908 15.0109
H 23.7165 1.2392 7.8922
H 22.0622 -5.9787 7.2277
H 16.5148 3.2899 16.9876
H 20.3212 -5.6603 7.3016
H 21.9904 2.7608 11.1403
H 16.5952 2.1324 10.0426
H 19.7033 0.0722 5.7416
H 23.0052 1.6488 9.2905
H 20.6664 -2.2663 4.0606
H 19.2438 -2.2452 15.0540
H 17.5011 4.6392 17.4500
H 19.5701 0.7743 9.9895
H 18.5664 4.1808 9.0161
H 21.1166 -0.8558 6.1775
H 20.5382 -3.5155 8.4734
H 22.2406 4.0056 12.1249
H 24.5499 -1.6789 11.9189



A cluster of 8 separate species, C20H43Cl8N5O5 in total in a non-equilibrium geometry, computed with ωB97M-V/def2-TZVPD.

Values from the calculation:
Relative energy (zero: lowest compared OMol25 entry of this formula, charge and spin) in eV: 3.246
LUMO level in eV: 0.19
Kohn-Sham gap in hartree: 0.34525
HOMO in eV: -9.208
Molar mass in g/mol: 717.2
DFT total energy in a.u.: -5119.23945

Positions of all 81 atoms, in Å:
Cl -3.2624 4.9096 7.8577
Cl -1.8514 2.5253 -0.5627
Cl -0.8373 3.7382 8.7750
Cl -7.4288 -5.5324 2.2188
Cl 0.3974 -0.6485 1.1348
Cl -1.1428 3.9777 5.9196
Cl -4.7479 -3.5370 1.4731
Cl -2.8259 2.1017 7.3640
O -8.5607 5.3150 -5.6772
O 1.7471 -7.3910 3.8556
O 3.7141 1.9022 4.2519
O 3.8403 -4.6266 -1.9988
O 1.2070 1.9405 -5.8441
N 0.8298 -8.0960 1.9669
N 0.1116 3.4501 -7.2718
N -7.1555 6.6107 -4.5088
N 5.1590 -3.5449 -0.3680
N 5.8324 2.4107 4.6745
C 5.8146 1.9441 6.0790
C -6.2370 -4.8616 3.4084
C 0.1883 4.1222 -8.5130
C 7.1170 3.0716 4.4125
C -1.0494 3.7627 -6.4134
C -1.1962 1.3280 0.6275
C -0.0038 0.6427 0.0692
C -6.5624 5.3875 -3.8596
C -4.8127 -4.8451 2.6849
C 1.3719 -7.1300 2.7544
C 1.0838 2.5825 -6.9077
C 0.5630 -9.4744 2.3954
C 4.5219 -4.6029 -0.9653
C 6.0705 -3.6923 0.7697
C 4.7984 2.3439 3.8988
C 5.1551 -2.2536 -1.1167
C -6.8380 7.9942 -4.0202
C -8.1892 6.4523 -5.3537
C 0.3883 -7.8786 0.5435
C -2.0689 3.7102 7.4610
H -0.4982 -8.4286 0.2278
H -0.7276 4.1502 -9.1033
H -4.5273 -5.8093 2.2642
H 0.8031 -9.7215 3.4295
H 7.0499 -3.5106 0.3271
H 0.0871 -6.8413 0.3972
H -6.6326 -3.9105 3.7648
H 5.9771 -2.9100 1.5229
H -6.2267 -5.4667 4.3149
H 5.9657 -2.2597 -1.8454
H 4.1825 -1.8179 -1.3456
H -7.0190 4.4488 -4.1733
H -1.1686 3.1094 -5.5490
H 0.8324 1.3407 0.1091
H -6.4297 5.4170 -2.7781
H -0.5240 -9.5484 2.3636
H 7.9735 2.4505 4.6749
H 7.2372 3.9682 5.0206
H 5.5502 -1.5583 -0.3761
H 4.8399 1.7132 6.5089
H 1.4670 -6.1718 2.2205
H 7.3164 3.1976 3.3484
H -8.5921 7.3962 -5.7526
H -0.8927 1.9701 1.4544
H 1.0509 -8.0282 -0.3090
H -4.0498 -4.5701 3.4133
H -1.0044 4.7586 -5.9728
H 1.9324 2.5409 -7.6079
H 1.0792 -10.1622 1.7257
H 6.0426 -4.6285 1.3272
H 5.0112 2.8400 2.9392
H -1.9844 0.6586 0.9718
H -7.6581 8.6806 -4.2311
H -1.9033 3.8150 -7.0888
H 6.4189 1.0386 6.0249
H 6.2492 2.5506 6.8736
H 0.9090 3.6876 -9.2057
H 4.7340 -5.5734 -0.4905
H -5.5251 5.3445 -4.1916
H -0.3114 0.3288 -0.9283
H 0.4241 5.1248 -8.1563
H -6.7273 7.9483 -2.9369
H -5.8720 8.3298 -4.3973



A cluster of 3 separate species, C20H43FN5O4 in total in a non-equilibrium geometry, computed with ωB97M-V/def2-TZVPD.

Values from the calculation:
LUMO level in eV: -4.64
Charge: +1
Kohn-Sham gap in hartree: 0.19011
HOMO in eV: -9.814
Molar mass in g/mol: 436.6
DFT total energy in a.u.: -1461.96937

Positions of all 73 atoms, in Å:
F -8.8414 -1.9440 -3.6881
O 3.0555 -1.2331 8.2420
O 2.0217 0.1782 4.0498
O 2.3334 -0.3759 -3.5264
O 2.9673 2.3694 0.0403
N 3.3842 1.2679 6.6433
N -1.3004 -1.4658 -5.0701
N 3.9459 -0.4077 -1.0115
N -5.2770 1.2789 -4.3240
N -3.9642 1.2354 -4.4704
C -7.8564 0.6548 -4.2137
C 3.9663 0.1210 0.3548
C -5.8156 -1.1782 -4.6642
C 1.9834 -1.0255 4.8028
C 2.7749 -1.2355 -1.2989
C 2.3034 2.3990 -1.2122
C -9.1538 -1.5657 -5.0484
C 3.0475 0.0893 8.7835
C 3.3745 0.0674 -4.3843
C 1.6365 1.3417 4.7729
C -6.3011 0.2967 -4.3956
C 2.6803 -1.5531 -2.7905
C -4.2884 -1.2614 -4.8340
C 2.4678 1.0721 7.7674
C -8.6355 -0.0923 -5.4154
C -3.3860 -0.0104 -4.7507
C 2.8719 1.1297 0.7340
C 2.7924 2.0126 5.5307
C 4.3643 -1.7380 8.0301
C -1.7831 -0.0543 -4.9714
H 1.2077 -1.0131 5.5734
H 2.3945 0.0680 9.6611
H 2.8499 -2.1719 -0.7360
H -6.5181 -2.0668 -4.7204
H 3.9459 -0.7154 1.0620
H 3.6881 -0.7310 -5.0640
H 3.0098 1.3710 1.7918
H 1.8502 -0.7275 -1.0046
H -0.3962 -1.4785 -4.5537
H -8.2607 0.4214 -3.1769
H 1.5056 0.6745 7.4279
H -3.7851 -2.2634 -5.0633
H 2.9583 -1.2256 5.2515
H 2.9914 2.1260 -2.0153
H 4.0417 0.4039 9.1186
H 1.8696 -2.2727 -2.9438
H 3.6800 0.3611 6.2978
H 4.9348 0.6149 0.4837
H 2.2908 2.0349 8.2586
H -1.6123 0.4216 -6.0115
H 4.8738 -1.1818 7.2377
H -1.2157 0.5959 -4.2305
H 1.2877 2.0558 4.0201
H 3.6039 -2.0120 -3.1589
H 4.2312 0.4235 -3.8058
H -7.8896 -0.1613 -6.2949
H 0.7715 1.1388 5.4158
H -5.6444 2.2309 -4.1114
H 2.9926 0.8992 -4.9795
H 4.9529 -1.6988 8.9520
H 1.7710 -1.8477 4.1166
H 4.2790 -2.7806 7.7178
H 1.9807 3.4249 -1.4005
H -9.5241 0.5020 -5.8059
H -8.5865 -2.3170 -5.7167
H -7.9450 1.7869 -4.4230
H 2.4650 2.9941 5.8915
H -1.0000 -1.6017 -6.0561
H 3.9620 0.3755 -1.6560
H -10.2632 -1.6887 -5.2637
H 3.5993 2.1970 4.8138
H 1.8626 0.7079 0.6531
H 1.4209 1.7525 -1.2338



A structure of composition C20H43GaOP3S in a non-equilibrium geometry, computed with ωB97M-V/def2-TZVPD.

Values from the calculation:
LUMO level in eV: -9.24
Charge: +3
Kohn-Sham gap in hartree: 0.22688
HOMO in eV: -15.412
Molar mass in g/mol: 494.3
DFT total energy in a.u.: -4209.06678

Positions of all 69 atoms, in Å:
Ga -0.3825 4.4792 -0.8621
S 1.5481 -0.1087 -1.5240
P -2.3617 3.3117 -0.6576
P 2.4683 -2.0214 -1.0614
P -1.3439 -2.0776 -0.6891
O 0.3541 0.7689 1.4350
C 1.6044 0.2194 -4.2902
C 4.1946 -1.8106 -1.3950
C 0.4090 0.8624 2.6699
C 2.3037 0.4085 -3.0966
C 3.5872 0.9664 -3.0952
C 4.2322 1.2047 -4.3113
C -3.8993 4.2586 -0.8461
C 2.1308 -2.3055 0.6598
C -2.3684 2.0230 -1.9506
C 0.3458 -0.3565 3.5547
C -1.2508 -3.7116 0.1616
C -2.5223 2.4473 0.9347
C 3.5567 0.9479 -5.5031
C 2.2432 0.4780 -5.5042
C 1.2284 5.3434 -0.8843
C 1.0633 4.3976 -2.0254
C 0.5311 2.1835 3.3848
C 1.7511 -3.2227 -2.1658
C -2.4229 -2.5638 -2.0982
C -2.6074 -1.3016 0.3916
H 0.9058 4.8276 -3.0214
H 1.0820 -2.5815 0.8471
H -0.4474 2.4736 3.7942
H 0.6531 -3.2894 -2.1061
H 0.5814 -0.1527 -4.2487
H -2.2223 -4.2099 0.0428
H -0.3457 -1.0874 3.1216
H -2.0984 -0.8043 1.2284
H -1.8221 -3.0753 -2.8623
H 4.6229 -1.0076 -0.7827
H 4.6504 -2.7703 -1.1181
H -3.2793 -2.0795 0.7788
H -2.5864 1.0291 -1.5348
H 4.0680 1.1259 -6.4437
H -1.3845 1.9830 -2.4358
H 5.2551 1.5777 -4.3221
H 1.1947 6.4118 -1.1165
H -3.2091 -3.2375 -1.7329
H 4.0603 1.1805 -2.1383
H 1.2350 2.0956 4.2209
H -2.1985 3.1188 1.7407
H 2.0477 -3.0055 -3.2021
H -4.7640 3.6350 -0.5770
H -0.4610 -4.3326 -0.2814
H 0.8770 2.9550 2.6919
H 0.0171 -0.0948 4.5655
H 2.3826 -1.4140 1.2526
H 0.5806 -0.7844 -2.0561
H -3.9996 4.5970 -1.8848
H 2.7851 -3.1432 0.9439
H -2.8714 -1.6654 -2.5422
H -3.1205 2.2742 -2.7103
H 2.1891 -4.1834 -1.8581
H 1.3417 -0.8166 3.6142
H -3.8686 5.1347 -0.1859
H 1.7122 0.3054 -6.4403
H -1.0351 -3.5714 1.2295
H 1.9563 5.1042 -0.1069
H -1.8673 1.5666 0.9558
H -3.1910 -0.5562 -0.1637
H -3.5681 2.1553 1.1136
H 1.6753 3.4898 -2.0687
H 4.3849 -1.6068 -2.4549



A structure of composition C20H44AsF6N4O6 in a non-equilibrium geometry, computed with ωB97M-V/def2-TZVPD.

Values from the calculation:
Relative energy (zero: lowest compared OMol25 entry of this formula, charge and spin) in eV: 0.000
LUMO level in eV: 2.51
Charge: -1
Kohn-Sham gap in hartree: 0.34044
HOMO in eV: -6.758
Molar mass in g/mol: 625.5
DFT total energy in a.u.: -4293.96249

Positions of all 81 atoms, in Å:
As 15.4833 -19.1134 -22.9121
F 14.5731 -20.6546 -22.9438
F 15.1036 -18.9512 -21.1584
F 13.9830 -18.1522 -23.1599
F 16.9391 -20.0444 -22.4251
F 16.3754 -17.5222 -22.8954
F 15.8647 -19.4389 -24.6482
O 19.5199 -18.0593 -27.1326
O 12.1479 -22.5456 -25.4873
O 13.3460 -24.3810 -19.5890
O 20.9919 -21.6602 -23.9322
O 11.1099 -20.5485 -20.8627
O 13.6320 -16.4069 -26.9386
N 10.7476 -18.3840 -21.5864
N 19.2096 -22.8371 -23.1642
N 13.1215 -21.1905 -27.0582
N 14.4934 -22.7482 -18.4045
C 9.3427 -18.4845 -21.3769
C 17.3671 -17.9850 -28.1740
C 11.1882 -16.9777 -21.7419
C 14.2388 -16.6228 -25.6756
C 19.8496 -23.9478 -22.4450
C 12.7979 -22.0589 -28.1996
C 12.8935 -21.5382 -25.7918
C 15.4096 -21.6293 -18.5629
C 14.8368 -15.3377 -25.2378
C 19.2385 -16.7408 -27.4840
C 13.5500 -14.9774 -27.2036
C 13.9986 -19.9794 -27.3575
C 14.8335 -14.5716 -26.5714
C 14.0244 -23.3291 -19.5204
C 18.4210 -18.9033 -27.4968
C 17.6670 -16.7201 -27.4518
C 19.8035 -21.8798 -23.9258
C 11.5244 -19.4702 -21.3742
C 14.3208 -23.2632 -17.0508
C 17.6948 -22.9367 -23.0788
H 17.3462 -23.7504 -23.7147
H 17.1801 -23.2792 -22.1811
H 13.5581 -19.3020 -28.0891
H 11.9592 -17.0554 -22.5085
H 13.3731 -14.7184 -28.2475
H 15.3186 -23.6644 -16.8736
H 19.7837 -15.9976 -26.9022
H 15.4290 -21.0480 -17.6411
H 14.9704 -20.3057 -27.7278
H 15.6772 -14.8114 -27.2186
H 20.5975 -23.6460 -21.7118
H 12.2461 -22.9265 -27.8379
H 13.5888 -22.4688 -28.8278
H 17.2983 -16.7943 -26.4287
H 8.7917 -19.3274 -21.7939
H 18.6959 -19.6719 -28.2192
H 19.0995 -24.5798 -21.9695
H 12.7014 -14.5888 -26.6407
H 12.1976 -21.3679 -28.7914
H 8.8175 -17.5480 -21.5650
H 19.5724 -16.5455 -28.5031
H 14.8707 -13.4999 -26.3759
H 12.5084 -19.3465 -21.8524
H 14.2294 -19.3284 -26.5143
H 18.9881 -21.3097 -24.3973
H 17.6201 -17.9186 -29.2321
H 14.2045 -22.7948 -20.4661
H 14.9726 -20.9640 -19.3076
H 16.3468 -18.3607 -28.0959
H 10.3144 -16.5843 -22.2613
H 17.3149 -15.8871 -28.0603
H 11.3482 -16.5902 -20.7358
H 15.8757 -15.4437 -24.9256
H 17.8529 -19.3415 -26.6763
H 13.4670 -20.9885 -25.0294
H 13.6557 -24.1216 -16.9569
H 15.0476 -17.3434 -25.7973
H 14.2622 -22.6124 -16.1783
H 14.2180 -14.9274 -24.4398
H 17.1467 -22.0894 -23.4908
H 20.1064 -24.7576 -23.1280
H 13.4488 -16.8932 -24.9750
H 16.4368 -21.8932 -18.8145
H 9.1246 -18.5445 -20.3106



A cluster of 2 separate species, C20H44B2N4O5 in total, computed with ωB97M-V/def2-TZVPD.

Values from the calculation:
LUMO level in eV: -0.81
Kohn-Sham gap in hartree: 0.22333
HOMO in eV: -6.886
Molar mass in g/mol: 442.2
DFT total energy in a.u.: -1433.46829

Positions of all 75 atoms, in Å:
O 0.0963 2.9180 -0.1939
O 2.3521 3.2607 -0.8510
O 0.6865 -0.1312 1.1098
O 2.7761 -0.9938 1.9920
O 2.7185 0.6836 0.2230
N -2.5866 -3.4276 -3.3547
N -3.6051 -0.1195 4.1168
N -4.2105 -2.5216 -4.4567
N 0.8735 -2.7301 0.0679
C -5.4326 -0.4068 -3.9949
C -1.9453 0.8197 2.4564
C 1.3006 -1.5838 -0.7390
C -4.1139 -3.8305 -4.8743
C -3.2729 -2.3073 -3.5388
C 5.0374 -0.2475 2.5518
C -2.1869 -0.1437 1.2814
C -1.8997 0.4421 -0.1165
C 2.4047 4.5475 -0.2490
C 0.6848 -0.2323 -0.2844
C -5.1690 -1.5301 -4.9775
C -1.4809 -3.5330 -2.3987
C -3.1738 1.0399 3.3330
C 1.6761 0.8525 -0.7362
C 5.1567 1.5389 4.3970
C 3.8324 5.0455 -0.3211
C 5.2874 1.2194 2.9081
C -0.7515 -0.2436 -0.8530
C -3.0946 -4.3967 -4.1819
C 3.6957 -0.8337 3.0364
B 2.0954 0.2035 1.5043
B 1.3342 2.3968 -0.5902
H -1.8536 -3.3149 -1.4020
H 2.0854 4.4769 0.7951
H 2.0995 1.0941 2.3728
H 1.7218 5.2330 -0.7596
H -4.5446 0.1984 -3.8132
H -1.7086 1.5089 -0.0592
H -2.8348 -0.4430 4.6932
H -1.6068 1.7873 2.0743
H -6.1907 0.2520 -4.4144
H 1.6152 -2.8953 0.7393
H 0.0749 -2.4599 0.6342
H 4.5939 1.8402 2.3339
H -0.6920 0.1308 -1.8858
H -3.2264 -0.4964 1.3166
H -3.0845 -1.3833 -3.0165
H -4.0223 1.3503 2.7135
H 2.3872 -1.5149 -0.6972
H -2.6916 -5.3931 -4.2001
H -1.5512 -1.0181 1.4233
H 1.0244 -1.7285 -1.7964
H 4.4809 4.4377 0.3094
H 2.0378 0.5936 -1.7456
H -6.0829 -2.0794 -5.1972
H -5.8013 -0.7886 -3.0430
H -2.8008 0.3392 -0.7391
H -3.8324 -0.8942 3.5028
H 4.1952 4.9827 -1.3478
H 3.2652 -0.1860 3.8106
H 5.6543 2.4788 4.6451
H 6.2950 1.4882 2.5762
H 3.8612 -1.8142 3.4952
H 4.1129 1.6337 4.6977
H -0.9993 -1.3092 -0.9220
H 5.6033 0.7512 5.0109
H -0.0322 2.9019 0.7560
H 5.0184 -0.3372 1.4631
H -1.1245 0.4484 3.0742
H -4.7732 -4.2354 -5.6206
H -1.0507 -4.5286 -2.4140
H 3.8934 6.0851 0.0069
H 5.8771 -0.8560 2.9071
H -2.9862 1.8573 4.0334
H -0.7194 -2.8031 -2.6604
H -4.7722 -1.1455 -5.9169